# C21H19B3F6HgNO25P

A structure of composition C21H19B3F6HgNO25P at a distorted geometry (ωB97M-V/def2-TZVPD, the Open Molecules 2025 dataset).

Structure (ORCA input):
```
! wB97M-V def2-TZVPD RIJCOSX def2/J DEFGRID3
* xyz -2 1
Hg -16.9612 -7.6279 -15.4231
P -16.0708 -9.7310 -17.6798
F -14.8355 -9.6044 -16.7157
F -15.1525 -9.5290 -18.9456
F -15.9045 -11.3528 -17.6199
F -16.2246 -8.1256 -17.6061
F -17.4656 -9.7989 -18.5409
F -16.9742 -9.6768 -16.2794
O -21.6025 -8.5346 -14.5572
O -21.5536 -9.6414 -16.4622
O -16.6295 -13.6492 -15.9771
O -18.9689 -11.4262 -12.6214
O -12.4093 -10.1620 -11.7541
O -17.0909 -10.1844 -13.4788
O -12.1052 -9.5119 -14.1174
O -20.0067 -9.6645 -11.5732
O -14.3378 -9.5656 -13.1009
O -18.5364 -12.6205 -18.7116
O -15.6114 -14.4022 -13.2012
O -21.0779 -10.1265 -18.8502
O -12.4271 -13.6155 -12.4576
O -19.6591 -11.1058 -17.3085
O -19.6381 -8.7284 -17.3941
O -16.7188 -12.4461 -12.7294
O -17.4116 -5.3042 -15.6434
O -12.4313 -7.4840 -15.2963
O -15.1605 -7.7656 -14.2558
O -11.5980 -11.7949 -10.3660
O -20.4823 -11.4870 -20.5996
O -17.9668 -8.1135 -13.2685
O -13.0658 -11.6228 -13.4343
O -17.7840 -12.1799 -14.7247
O -19.2383 -7.3081 -15.6560
N -16.7828 -5.0487 -16.8691
C -19.0924 -10.1553 -12.2393
C -18.0080 -9.3487 -13.0525
C -19.9165 -8.0815 -16.2786
C -16.8863 -13.1003 -14.9068
C -18.4857 -3.2608 -17.5806
C -21.0853 -8.7782 -15.6899
C -12.1157 -11.3931 -11.3922
C -16.2522 -13.4291 -13.5092
C -15.5467 -4.2741 -16.7253
C -14.5481 -5.2410 -15.9750
C -17.0540 -4.4981 -19.1858
C -15.5616 -2.9082 -16.0004
C -17.7843 -4.5808 -17.9107
C -15.8986 -3.5572 -19.0959
C -14.2774 -8.5850 -14.0145
C -18.8370 -5.6416 -18.2634
C -19.4095 -11.7683 -18.4151
C -14.9052 -4.1107 -18.1548
C -12.5416 -12.3692 -12.4718
C -20.3945 -11.1825 -19.4620
C -12.8708 -8.4570 -14.6153
B -20.5300 -9.9051 -17.5166
B -12.9821 -10.1850 -13.1141
B -17.6274 -11.5240 -13.4065
H -14.5873 -2.4476 -15.8371
H -14.0846 -3.3961 -18.0920
H -19.3035 -3.0750 -18.2769
H -18.8795 -3.1479 -16.5705
H -16.1333 -2.4988 -18.9818
H -15.9511 -3.1222 -15.0051
H -19.6509 -5.6112 -17.5390
H -16.1046 -2.1328 -16.5409
H -14.9691 -5.5454 -15.0168
H -14.4145 -6.1152 -16.6122
H -14.6508 -5.0910 -18.5580
H -16.6378 -5.4602 -19.4846
H -18.3103 -6.5943 -18.3190
H -17.8664 -2.3639 -17.5826
H -13.5182 -4.9247 -15.8094
H -17.7418 -4.1620 -19.9617
H -17.5353 -4.4246 -15.2793
H -15.3394 -3.6416 -20.0277
H -19.1761 -5.3934 -19.2691
*
```

For the LUMO energy, the calculation gives 0.1053 hartree. The energy relative to the best compared isomer or geometry (same formula, charge and spin) comes out at 326.6 kJ/mol. Its calculated total energy is -106581.77812 eV. For the HOMO energy, the calculation gives -4.642 eV.